Record 1
Density functional theory data (ωB97M-V/def2-TZVPD) for a structure of composition C33H55CaN6O7S2SbSi3.

Positions of all 108 atoms, in Å:
H  -3.07537  0.18778  -5.81600
H  4.55428  0.68209  3.69370
H  2.73687  -1.87893  -3.60475
O  -0.28700  3.20729  1.47749
C  1.31100  -2.99897  1.56718
H  -5.11310  5.30452  -1.52403
H  1.33469  -1.41899  -4.58549
H  8.51855  3.34329  2.27596
C  3.68903  0.64768  -3.11884
H  1.83910  -3.63326  -1.57847
C  -1.26712  -3.43063  4.90299
Ca  0.52955  -0.44489  -0.67602
O  3.51192  -1.44689  2.22829
O  1.41017  0.18121  -2.51035
H  -5.18893  2.18196  -2.91235
H  3.63833  1.63080  -2.64426
H  -1.07126  -3.03016  5.88762
H  -3.40981  5.75569  -1.69070
C  4.96126  1.18755  2.82665
H  2.15448  2.10705  0.82974
C  2.34189  -1.11960  -4.28852
H  -0.74724  -4.00571  -1.86477
C  2.27900  0.22913  -3.55739
O  -1.68220  -0.61120  -1.58714
N  -1.59894  -2.52063  3.95492
H  -1.90418  6.10093  -3.75067
H  -5.91060  2.27570  -1.30089
C  -3.35827  3.35039  -5.33820
H  -0.75057  2.01103  -6.72487
C  3.00783  -5.94231  -0.80061
Sb  -1.39352  2.45977  -2.18495
H  7.73732  4.35074  1.05715
H  -2.85085  2.63041  0.94661
N  1.29150  -2.85309  0.24449
C  -4.15173  4.99842  -1.95251
H  6.35541  2.36992  3.94072
H  -4.67698  1.04018  -1.66888
C  -0.84729  5.86018  -3.88630
H  1.63058  3.63477  -3.72132
C  4.45644  0.87948  1.56913
H  -1.61064  -1.53372  4.17655
H  -1.38438  -6.17437  2.97364
C  0.10992  2.04585  1.29209
S  -2.18745  -1.58264  1.57142
C  5.95918  2.47289  0.59007
H  1.95908  3.70709  -2.00110
H  -4.25034  4.98853  -3.04098
H  -1.28145  6.14408  -0.71459
C  4.95277  1.52313  0.44993
O  3.00356  -0.55828  0.00093
H  -0.28318  6.79937  -3.89981
H  4.54451  1.27646  -0.52103
C  -3.56834  3.35810  0.56171
C  -1.86602  -2.80329  2.62463
C  -4.98067  2.07681  -1.84535
H  -3.09767  -3.30658  -1.52191
H  -1.96513  -4.49148  1.28933
C  1.56808  1.74750  1.69124
C  6.47924  2.78814  1.83822
H  -0.73821  5.38308  -4.86241
N  -2.33279  -2.77978  -1.92734
H  -0.99799  -3.16634  -0.44412
H  0.19008  1.52832  -5.30113
C  5.96578  2.13022  2.95618
H  -2.99240  4.37977  -5.29975
H  -0.04966  5.07654  -0.04202
O  -0.52604  1.09839  0.75235
H  0.42818  6.54518  -0.93986
S  3.10136  -0.28640  1.44444
H  0.88820  -2.18255  2.14202
C  1.85366  -4.11386  2.19912
C  -1.18736  -4.74794  4.60193
H  2.17500  5.16500  -2.99682
N  1.83857  0.35176  2.02819
H  -3.57267  3.09793  -6.38251
H  4.38287  0.70548  -3.96608
H  1.81992  2.40230  2.53065
Si  -2.09591  2.13602  -4.61421
H  -4.55611  3.15918  0.99052
C  2.42741  -4.93572  0.04101
N  -1.05918  -3.13623  -1.45731
C  -1.77256  -4.20850  2.31493
H  -0.08393  3.23790  -5.63303
H  1.84873  -4.17215  3.27826
C  -1.45212  -5.13012  3.25420
C  1.85242  -3.79515  -0.50635
H  -0.92173  -5.46909  5.35924
Si  -3.64314  3.28608  -1.31352
H  6.33634  2.98084  -0.29113
N  3.45533  -6.77050  -1.46168
H  -3.63278  0.22221  -4.11979
H  4.06970  -0.06955  -2.38659
C  2.42026  -5.09800  1.42810
H  2.98204  -1.08735  -5.17799
C  -0.54136  2.24766  -5.67618
H  -3.22622  4.33859  0.90070
Si  -0.24803  4.72219  -2.49002
C  -2.65115  -1.38111  -1.78925
C  7.57308  3.81206  1.99069
H  -2.00845  -0.31122  -4.48245
H  7.32587  4.54357  2.76271
H  -4.29731  3.30717  -4.78456
H  1.96260  0.98047  -4.31551
C  1.55295  4.27719  -2.84034
C  -2.78283  0.40217  -4.78204
H  2.86736  -5.97877  1.87057
C  -0.29041  5.71972  -0.89400
O  -3.85850  -1.11393  -1.89883

Cartesian forces, eV/Å:
-0.01 0.01 0.00
0.00 0.00 0.00
0.00 -0.01 0.01
-0.03 -0.03 0.01
0.00 -0.04 -0.05
0.00 -0.03 0.01
0.00 0.00 0.00
0.00 0.00 0.00
0.00 0.00 0.02
0.00 0.00 0.00
0.02 0.00 0.01
-0.55 0.19 -0.30
0.00 -0.02 0.00
0.10 -0.06 -0.10
-0.02 -0.02 -0.06
0.00 0.00 0.01
0.00 -0.01 0.00
0.01 0.00 0.02
0.00 -0.01 0.02
0.02 0.00 0.01
0.00 -0.02 0.00
-0.12 -0.03 -0.05
0.03 0.03 -0.04
0.02 0.00 0.07
0.02 0.02 -0.02
-0.01 0.01 0.00
0.01 0.01 0.01
0.03 0.03 0.03
-0.02 0.00 0.01
-0.03 -0.02 -0.06
0.09 0.10 0.04
0.00 0.00 0.00
-0.03 -0.02 -0.01
-0.03 0.01 0.24
-0.01 -0.01 -0.03
0.00 0.00 0.00
0.01 0.00 0.01
-0.01 -0.01 0.03
0.01 0.01 -0.01
-0.01 0.00 0.00
0.02 0.01 -0.01
0.00 0.00 0.00
0.16 0.05 0.10
-0.08 -0.08 -0.07
0.01 0.00 0.00
-0.01 0.01 0.01
0.00 0.01 0.02
-0.01 0.00 0.00
0.01 -0.01 0.01
0.11 0.10 -0.03
0.02 -0.02 0.01
-0.01 0.00 -0.01
0.03 -0.01 -0.01
0.11 -0.03 0.08
0.04 0.01 0.02
0.03 -0.04 -0.02
0.00 0.01 0.01
0.00 0.07 -0.03
-0.02 0.00 -0.01
0.01 0.00 -0.02
-0.09 -0.03 0.01
-0.16 -0.06 0.01
0.01 0.01 -0.02
0.00 0.00 0.00
-0.01 -0.04 0.00
-0.01 0.01 -0.01
0.02 -0.17 -0.16
0.01 0.00 0.00
0.14 -0.09 0.00
0.02 0.01 -0.02
-0.02 0.06 0.03
-0.01 0.01 -0.02
0.00 0.00 0.00
-0.07 0.05 0.25
0.02 -0.01 0.00
0.00 -0.01 0.00
0.00 0.01 -0.02
0.02 0.07 0.00
0.00 0.03 0.00
0.00 0.02 -0.02
0.27 0.01 0.07
-0.07 -0.02 -0.01
0.01 0.03 0.00
0.00 0.00 0.00
0.00 0.00 0.01
-0.01 0.05 0.00
0.00 0.00 0.00
-0.06 0.01 0.02
0.00 0.00 0.00
0.02 0.00 0.03
0.01 0.02 -0.01
-0.01 0.00 0.01
0.02 -0.04 0.02
0.00 0.01 0.00
-0.01 -0.06 -0.02
0.02 0.00 0.01
0.02 0.03 -0.02
0.00 0.07 0.00
0.02 0.01 -0.01
-0.03 0.02 -0.01
-0.01 0.00 0.00
-0.04 0.00 0.01
-0.02 0.00 0.01
-0.03 0.03 -0.04
0.06 -0.07 0.01
0.00 0.00 0.00
-0.03 -0.05 0.00
0.10 -0.05 -0.01

The calculation puts the frontier orbital gap at 5.65 eV. As for the total charge: -2.

Atomic partial charges in e from the Mulliken method, atoms 1 to 99: number 1, H, carries 0.427; number 2, H, carries 0.428; number 3, H, carries 0.198; number 4, O, carries -0.788; number 5, C, carries -0.778; number 6, H, carries 0.392; number 7, H, carries 0.260; number 8, H, carries 0.295; number 9, C, carries -1.050; number 10, H, carries 0.619; number 11, C, carries -0.232; number 12, Ca, carries 2.210; number 13, O, carries -0.854; number 14, O, carries -0.539; number 15, H, carries 0.183; number 16, H, carries 0.050; number 17, H, carries 0.382; number 18, H, carries 0.188; number 19, C, carries -0.608; number 20, H, carries -0.008; number 21, C, carries -1.488; number 22, H, carries 0.245; number 23, C, carries 1.011; number 24, O, carries 0.494; number 25, N, carries -0.001; number 26, H, carries 0.252; number 27, H, carries 0.399; number 28, C, carries -1.058; number 29, H, carries 0.398; number 30, C, carries -0.099; number 31, Sb, carries -0.614; number 32, H, carries 0.340; number 33, H, carries 0.076; number 34, N, carries 0.963; number 35, C, carries -1.061; number 36, H, carries 0.337; number 37, H, carries 0.141; number 38, C, carries -1.103; number 39, H, carries 0.185; number 40, C, carries -0.425; number 41, H, carries 0.252; number 42, H, carries 0.405; number 43, C, carries -0.001; number 44, S, carries -0.112; number 45, C, carries -0.754; number 46, H, carries -0.020; number 47, H, carries 0.195; number 48, H, carries 0.205; number 49, C, carries -0.187; number 50, O, carries -0.481; number 51, H, carries 0.401; number 52, H, carries 0.360; number 53, C, carries -0.920; number 54, C, carries -0.016; number 55, C, carries -0.804; number 56, H, carries 0.247; number 57, H, carries 0.368; number 58, C, carries -0.290; number 59, C, carries 1.188; number 60, H, carries 0.267; number 61, N, carries -0.600; number 62, H, carries -0.063; number 63, H, carries -0.187; number 64, C, carries -0.798; number 65, H, carries 0.245; number 66, H, carries 0.172; number 67, O, carries -0.196; number 68, H, carries 0.371; number 69, S, carries 1.501; number 70, H, carries 1.133; number 71, C, carries -1.366; number 72, C, carries -0.709; number 73, H, carries 0.501; number 74, N, carries -0.304; number 75, H, carries 0.380; number 76, H, carries 0.434; number 77, H, carries 0.289; number 78, Si, carries 0.599; number 79, H, carries 0.390; number 80, C, carries 0.017; number 81, N, carries -0.025; number 82, C, carries -0.504; number 83, H, carries 0.185; number 84, H, carries 0.544; number 85, C, carries -0.161; number 86, C, carries -0.671; number 87, H, carries 0.380; number 88, Si, carries 0.578; number 89, H, carries 0.317; number 90, N, carries -0.591; number 91, H, carries 0.201; number 92, H, carries 0.106; number 93, C, carries -0.210; number 94, H, carries 0.397; number 95, C, carries -0.660; number 96, H, carries 0.287; number 97, Si, carries 0.544; number 98, C, carries -0.359; number 99, C, carries -1.488


Record 2
Density functional theory data (ωB97M-V/def2-TZVPD) for an isolated molecule of C5H11NO.

Positions of all 18 atoms, in Å:
H  -1.55677  1.61253  -1.77534
C  -0.00520  0.22117  -1.27924
H  0.22214  0.93608  0.80245
H  0.05715  2.14426  -2.32761
H  -1.16516  -1.26060  1.81607
H  -0.86047  -0.45381  -1.66858
H  1.33358  -1.57818  -0.21455
C  -0.01936  -0.10597  0.22777
H  -1.62714  -1.52329  0.22528
C  1.82624  -0.87116  1.72908
C  -0.54354  1.71201  -1.49027
H  2.73192  -1.58448  1.96557
H  0.86281  0.01543  -1.96221
H  -0.52729  2.49167  -0.68180
N  1.12409  -0.92827  0.54679
O  1.50812  -0.11811  2.63372
C  -1.31089  -0.73385  0.75010
H  -2.05022  0.02455  0.70277

Cartesian forces, eV/Å:
-1.08 0.28 -0.55
-2.85 0.26 -0.43
-0.89 -2.52 -1.11
-0.78 -0.14 0.47
-0.28 1.97 -1.97
1.40 0.96 0.03
0.51 0.14 0.94
2.01 2.45 1.72
-1.03 -2.96 -2.72
0.23 -0.51 0.83
1.74 -0.07 -0.67
-1.54 0.88 -1.36
-0.36 0.16 1.43
0.42 -1.29 -0.23
1.27 -1.31 -0.27
0.08 -0.08 -0.46
2.20 1.25 3.80
-1.04 0.54 0.54

The calculation puts the frontier orbital gap at 10.42 eV. Its SMILES is CC[C@@H](C)NC=O.

Need the Mulliken charges? In units of e they are: number 1, H, carries 0.311; number 2, C, carries -0.542; number 3, H, carries 0.272; number 4, H, carries 0.294; number 5, H, carries 0.281; number 6, H, carries 0.230; number 7, H, carries 0.238; number 8, C, carries 0.367; number 9, H, carries 0.495; number 10, C, carries -0.013; number 11, C, carries -1.125; number 12, H, carries 0.322; number 13, H, carries 0.365; number 14, H, carries 0.358; number 15, N, carries -0.178; number 16, O, carries -0.532; number 17, C, carries -1.517; number 18, H, carries 0.374


Record 3
Density functional theory data (ωB97M-V/def2-TZVPD) for a cluster of 2 separate species, C8H14NOS in total.

Positions of all 25 atoms, in Å:
S  -0.21585  -1.56902  -3.16617
C  -1.72795  0.89701  1.64075
C  -0.87372  -0.19541  3.85707
H  1.99785  -0.76079  -0.81285
H  0.21105  1.00256  2.45087
C  -2.21109  -1.18046  -1.32660
H  -0.34535  -1.10001  3.73726
H  2.50883  0.92563  -2.55023
H  -1.93855  -0.38708  4.00673
H  1.62728  0.94234  -0.35871
O  -2.64324  -0.39418  -0.54183
C  1.57441  0.38616  -2.43342
N  -0.07395  -0.32840  -0.80412
C  1.33636  0.13106  -0.97534
C  -0.76721  0.57888  2.53295
H  -1.61768  1.42987  0.71139
H  2.03352  -1.72098  -2.73947
H  -0.75260  -0.02400  -0.05131
H  -2.79581  0.45878  1.83522
C  -0.70469  -1.10359  -1.65478
H  -0.47757  0.37425  4.65461
H  -2.88127  -1.69230  -1.97963
H  1.73234  -0.98577  -4.17302
H  0.88395  1.11419  -2.60158
C  1.45944  -0.90784  -3.18125

Cartesian forces, eV/Å:
-0.21 -0.69 -0.58
-1.56 -2.06 2.09
-2.00 0.92 -2.37
-0.61 0.83 0.99
0.70 0.29 -0.64
0.16 1.18 -0.50
0.64 -1.18 0.15
0.47 -0.51 -0.15
0.16 -0.25 0.38
-0.31 0.63 0.78
-0.04 -0.33 0.37
1.42 -0.39 0.78
-0.46 -0.50 0.01
0.54 -3.07 -0.33
-0.57 0.60 0.29
0.21 0.52 0.19
0.32 0.25 0.39
1.24 0.00 -0.15
2.05 1.02 -0.49
-0.19 1.64 1.23
0.44 0.57 0.83
-0.30 -1.21 -0.59
0.54 0.66 -2.33
-2.29 1.88 -1.80
-0.37 -0.78 1.44

The calculation puts the frontier orbital gap at 7.52 eV. As for the total charge: +1.

Need the Mulliken charges? In units of e they are: number 1, S, carries -0.042; number 2, C, carries -1.015; number 3, C, carries -1.134; number 4, H, carries 0.300; number 5, H, carries 0.394; number 6, C, carries -0.184; number 7, H, carries 0.298; number 8, H, carries 0.396; number 9, H, carries 0.322; number 10, H, carries 0.439; number 11, O, carries -0.348; number 12, C, carries -0.799; number 13, N, carries 0.091; number 14, C, carries -0.649; number 15, C, carries 0.153; number 16, H, carries 0.645; number 17, H, carries 0.366; number 18, H, carries 0.037; number 19, H, carries 0.149; number 20, C, carries 0.533; number 21, H, carries 0.330; number 22, H, carries 0.412; number 23, H, carries 0.497; number 24, H, carries 0.417; number 25, C, carries -0.609


| no. | lowest unoccupied orbital energy (eV) | largest force on an atom (Eh/bohr) |
| --- | --- | --- |
| 1 | 3.59 | 0.013 |
| 2 | 0.92 | 0.089 |
| 3 | -5.25 | 0.067 |